1.
This record from OMol25 describes a molecular structure, C28H31Cl3MgO8S2Sb2. The level of theory is the ωB97M-V functional and the def2-TZVPD basis.

Last column: Mulliken charge in e.
Element x y z (Å)
Mg: 1.40649 0.31399 -0.10655  1.592
Cl: 3.67652 1.19452 6.52769  -0.307
C: 2.72959 0.97025 5.05673  0.266
C: 1.54615 0.26466 5.11132  -0.773
C: 0.81831 0.09481 3.94804  0.328
Cl: -0.69080 -0.78440 4.03187  -0.270
C: 1.21908 0.60311 2.68967  -0.126
O: 0.49822 0.46162 1.63628  0.057
C: 2.45710 1.32506 2.69283  0.949
C: 3.01474 1.89397 1.40522  -0.567
O: 3.13087 1.06370 0.39207  -0.362
C: 3.18103 1.49834 3.85653  -1.068
H: 1.18667 -0.15148 6.04237  0.431
H: 3.92384 2.47525 1.61669  0.318
H: 4.11402 2.04960 3.82584  0.352
C: -2.04158 2.38161 -2.51547  -1.401
Sb: -2.20415 1.72836 -0.48084  0.125
C: -2.59990 3.69768 0.27781  -1.397
C: -4.34604 1.24754 -0.83825  -1.682
C: -4.94310 0.39810 0.22756  1.214
C: -5.43974 1.00654 1.38118  -0.694
C: -5.92707 0.27432 2.45067  -0.629
C: -5.93090 -1.11020 2.38133  -0.722
C: -5.45670 -1.72953 1.23557  -0.685
C: -4.96250 -1.00881 0.14870  1.127
C: -4.47641 -1.76076 -1.05534  -2.109
Sb: -2.32415 -1.62542 -1.47133  0.804
C: -1.76893 -2.05985 0.54906  -1.108
C: -2.19689 -3.68305 -2.10711  -1.328
H: -3.00015 2.80179 -2.82870  0.491
H: -1.77875 1.53268 -3.14554  0.280
H: -1.25520 3.13102 -2.57708  0.399
H: -3.22191 4.24368 -0.43348  0.411
H: -1.64407 4.20827 0.39274  0.328
H: -3.09867 3.63685 1.24582  0.397
H: -4.38054 0.77521 -1.81993  0.538
H: -4.83528 2.22158 -0.89666  0.681
H: -5.41715 2.08980 1.43999  0.311
H: -6.28844 0.78296 3.33628  0.374
H: -6.29540 -1.70531 3.20979  0.380
H: -5.45791 -2.81288 1.17497  0.276
H: -4.99193 -1.42023 -1.95782  0.520
H: -4.69435 -2.82325 -0.92782  0.542
H: -2.28376 -2.96815 0.86949  0.517
H: -2.04610 -1.23011 1.19729  0.233
H: -0.69076 -2.18251 0.62972  0.263
H: -2.71165 -4.32656 -1.39201  0.408
H: -1.14276 -3.96097 -2.14479  0.245
H: -2.62704 -3.82053 -3.09940  0.356
O: 2.79066 3.24493 -1.73456  -0.651
S: 1.50595 3.19800 -1.08358  0.982
O: 0.56507 4.24744 -1.43060  -0.705
O: 0.84540 1.85394 -1.26397  -0.695
S: 1.74255 3.42110 0.98612  -0.296
C: 5.50406 -1.61256 -0.02513  -1.590
C: 5.05667 -1.01014 -1.32225  1.214
C: 5.50403 0.24398 -1.72052  -0.672
C: 5.03761 0.82324 -2.88408  0.448
Cl: 5.65015 2.38909 -3.36338  -0.287
C: 4.09583 0.19384 -3.67359  -0.795
C: 3.65127 -1.06382 -3.29721  -0.288
C: 4.13652 -1.66262 -2.14331  0.319
O: 3.72087 -2.93402 -1.77804  -0.533
C: 2.30424 -3.07960 -1.73065  -0.927
C: 1.66864 -1.95882 -0.90994  1.039
O: 2.10216 -1.74366 0.23574  -0.703
O: 0.77752 -1.23814 -1.44736  -0.695
H: 6.25844 -0.98061 0.44280  0.426
H: 5.91456 -2.61436 -0.16883  0.354
H: 4.65047 -1.69312 0.64577  0.181
H: 6.19279 0.79034 -1.09097  0.298
H: 3.70510 0.68384 -4.55390  0.386
H: 2.90317 -1.57185 -3.89159  0.237
H: 2.11225 -4.03818 -1.24579  0.389
H: 1.87205 -3.09109 -2.73414  0.279

Properties
Gap between HOMO and LUMO ... 6.6990 eV
Net charge ... -2
DFT total energy ... -4545.292944 Eh
E_HOMO ... -2.4 eV
LUMO ... 4.283 eV
Strongest force on any atom ... 0.41 eV Å⁻¹

2.
This record from OMol25 describes a molecular structure, C28H31ClN2OPPr at a distorted geometry. The level of theory is the ωB97M-V functional and the def2-TZVPD basis.

Last column: Mulliken spin population.
Element x y z (Å)
Pr: -0.55924 -0.10579 0.65283  2.035
Cl: -0.15071 0.56769 3.06840  -0.025
P: 0.04093 -0.11110 -2.26931  -0.002
C: -1.33503 -0.90374 -3.16476  -0.005
C: -1.13930 -1.70220 -4.29767  0.000
C: -2.22416 -2.29163 -4.95350  0.000
C: -3.51201 -2.15170 -4.43511  0.000
C: -3.70963 -1.39678 -3.27344  0.001
C: -2.63870 -0.74992 -2.65588  0.003
C: -0.16069 1.67624 -2.61867  0.001
C: 0.70487 2.56010 -1.94861  -0.002
C: 0.46289 3.93457 -2.02882  -0.001
C: -0.58553 4.43732 -2.80997  -0.001
C: -1.38891 3.55100 -3.52817  0.000
C: -1.17619 2.17468 -3.44476  0.000
C: 1.54935 -0.53158 -3.18861  -0.002
C: 2.60796 -1.14397 -2.49161  -0.001
C: 3.85971 -1.26300 -3.09953  0.000
C: 4.05086 -0.83953 -4.42585  0.000
C: 2.98104 -0.29579 -5.14357  0.000
C: 1.73964 -0.13123 -4.51808  0.000
H: 1.54870 2.17334 -1.35433  0.000
H: 1.11847 4.60984 -1.47622  0.000
H: -0.76685 5.51391 -2.85764  0.000
H: -2.19514 3.93119 -4.15256  0.000
H: -1.81087 1.49277 -4.00435  0.000
H: -0.14326 -1.85426 -4.70001  0.000
H: -2.06300 -2.86225 -5.87207  0.000
H: -4.35982 -2.62871 -4.93320  0.000
H: -4.70361 -1.29232 -2.84634  0.000
H: -2.81525 -0.10861 -1.78522  0.001
H: 2.44094 -1.50324 -1.46944  0.000
H: 4.68732 -1.69042 -2.53489  0.000
H: 5.03273 -0.92763 -4.89956  0.000
H: 3.11552 -0.00397 -6.18828  0.000
H: 0.92739 0.31216 -5.08235  0.000
H: -0.19196 -5.56037 -5.12933  0.000
H: 0.55617 -5.51290 -5.09076  0.000
C: 3.05978 -2.20817 6.66461  0.000
C: 1.57797 -2.01408 6.44615  0.000
N: 1.02541 -2.72240 5.27612  0.000
C: -0.29154 -3.32343 5.53643  0.000
C: -1.43623 -2.33236 5.55785  0.000
C: 1.44776 -2.32459 4.02723  0.000
O: 2.33549 -1.47105 3.90890  0.000
C: 0.83260 -2.91646 2.76393  -0.001
C: 0.26675 -4.18608 2.62774  0.002
C: -0.57620 -4.46333 1.54242  -0.002
C: -0.77719 -3.51000 0.55892  0.003
N: -0.12590 -2.30883 0.62626  -0.010
C: 0.79023 -2.08413 1.64378  0.010
H: 3.26573 -3.22586 7.01241  0.000
H: 3.36369 -1.51759 7.45314  0.000
H: 3.63743 -2.00362 5.76397  0.000
H: 1.05128 -2.40977 7.32237  0.000
H: 1.34593 -0.93262 6.36224  0.000
H: -0.52299 -4.12787 4.83002  0.000
H: -0.16747 -3.77320 6.52720  0.000
H: -1.50463 -1.77739 4.61360  0.000
H: -2.37379 -2.87278 5.72361  0.000
H: -1.29224 -1.61638 6.37522  0.000
H: 0.45868 -4.95425 3.37470  0.000
H: -1.14723 -5.39142 1.47210  0.000
H: -1.49305 -3.59170 -0.27107  0.000
H: 1.44831 -1.20222 1.50068  -0.003

Properties
Gap between HOMO and LUMO (alpha / beta) ... 6.4949 / 6.9057 eV
Net charge ... +2
DFT total energy ... -2588.329131 Eh
E_HOMO (alpha / beta) ... -14.3 / -14.3 eV
<S²> ... 2.005
LUMO (alpha / beta) ... -7.784 / -7.374 eV
2S+1 ... 3
Strongest force on any atom ... 2.56 eV Å⁻¹

3.
This record from OMol25 describes a molecular structure, C28H31ClN7O7S2Y at a distorted geometry. The level of theory is the ωB97M-V functional and the def2-TZVPD basis.

Last column: Mulliken charge in e.
Element x y z (Å)
Y: 0.21670 -0.08070 0.51790  0.279
O: -0.83330 1.95350 0.96480  -0.688
Cl: -0.82200 2.38490 -0.40830  1.977
O: -1.04000 3.76170 -0.51950  -0.699
O: 0.46400 2.01300 -0.94520  -0.602
O: -1.79670 1.63680 -1.13070  -0.593
C: -2.64280 -3.36590 5.26200  -1.063
C: -2.90240 -1.86120 5.31550  -0.649
N: -1.74190 -1.11820 4.85280  0.073
C: -0.93090 -0.43050 5.83160  -0.928
C: 0.11510 -1.31660 6.50180  -1.005
C: -1.41800 -1.14010 3.55150  0.622
S: 0.16000 -0.61440 3.10090  -0.428
N: -2.32260 -1.68130 2.74450  -0.119
C: -2.39440 -1.60080 1.43340  -0.127
O: -1.71690 -0.84310 0.66810  -0.316
C: -3.44900 -2.46040 0.83470  0.584
C: -3.49360 -2.63120 -0.54630  0.020
C: -4.48670 -3.40120 -1.12150  -0.840
C: -5.44440 -4.00750 -0.32490  -0.359
C: -5.40120 -3.85180 1.05130  -0.760
C: -4.40740 -3.08590 1.63120  -0.288
H: -3.52480 -3.91290 5.58680  0.347
H: -1.80480 -3.63000 5.90260  0.362
H: -2.40010 -3.65510 4.24300  0.249
H: -3.11150 -1.55280 6.34240  0.434
H: -3.75630 -1.61200 4.68020  0.394
H: -1.60460 -0.01470 6.58590  0.421
H: -0.42370 0.39300 5.32450  0.468
H: -0.34840 -2.13460 7.04760  0.299
H: 0.69330 -0.71960 7.20210  0.398
H: 0.78400 -1.72040 5.74850  0.297
H: -2.74060 -2.15630 -1.15810  0.219
H: -4.52370 -3.53190 -2.19280  0.410
H: -6.22750 -4.59800 -0.77620  0.389
H: -6.15100 -4.32920 1.66690  0.414
H: -4.36240 -2.95580 2.70030  0.292
N: -0.26920 -0.56830 -1.99810  -0.002
N: 0.14170 -1.77120 -2.60010  -0.433
C: 0.69410 -2.77060 -1.87250  0.383
N: 1.27380 -3.76150 -2.57570  -0.408
S: 0.49380 -2.92590 -0.22110  -0.414
H: -1.25820 -0.37010 -2.18250  0.334
H: 0.28290 0.22480 -2.34260  0.360
H: 0.46120 -1.71430 -3.56500  0.261
H: 1.67770 -3.55930 -3.47780  0.225
H: 1.70710 -4.49820 -2.04340  0.246
O: 2.27770 0.95340 1.51650  -0.660
C: 2.90730 0.42800 0.59470  -0.112
N: 4.24110 0.42850 0.39910  0.105
C: 4.58560 -0.38580 -0.75210  3.577
C: 3.16800 -0.71190 -1.27600  -0.898
O: 2.92180 -1.29610 -2.31700  -0.673
N: 2.26040 -0.24830 -0.39930  0.672
C: 5.33070 -1.62470 -0.28940  -0.378
C: 6.69170 -1.52890 -0.01570  -0.171
C: 7.38500 -2.62230 0.46960  -0.874
C: 6.72560 -3.82180 0.68060  -0.454
C: 5.37250 -3.92290 0.40740  -0.905
C: 4.67420 -2.82640 -0.06840  -0.096
C: 5.34970 0.35170 -1.82490  -0.668
C: 5.76870 -0.35700 -2.94640  -0.160
C: 6.43630 0.29060 -3.96680  -0.897
C: 6.69810 1.64740 -3.87600  -0.431
C: 6.28770 2.35510 -2.75840  -0.861
C: 5.61010 1.71160 -1.73860  -0.497
H: 4.89540 0.68360 1.12020  0.301
H: 7.20800 -0.59560 -0.19060  0.428
H: 8.43980 -2.53590 0.68900  0.404
H: 7.26600 -4.67720 1.05510  0.404
H: 4.85070 -4.85310 0.57480  0.458
H: 3.61610 -2.90780 -0.26890  0.248
H: 5.55800 -1.41280 -3.01750  0.445
H: 6.75660 -0.26800 -4.83380  0.405
H: 7.21550 2.15320 -4.67500  0.413
H: 6.49330 3.41240 -2.67470  0.426
H: 5.27330 2.26550 -0.87450  0.412

Properties
Gap between HOMO and LUMO ... 8.7351 eV
DFT total energy ... -3290.488340 Eh
E_HOMO ... -8.7 eV
LUMO ... 0.052 eV
Strongest force on any atom ... 2.29 eV Å⁻¹

- Among the records above, which one has the highest DFT total energy?
  C28H31ClN2OPPr

- The highest strongest force on any atom belongs to which entry?
  C28H31ClN2OPPr